The following is a DFT calculation (ωB97M-V/def2-TZVPD) of a structure of composition C22H24N4OP2Pr in a non-equilibrium geometry.

Results
strongest force on any atom = 0.113 hartree/bohr
LUMO level (alpha / beta) = -4.79 / -4.72 eV
charge = +1
E_HOMO (alpha / beta) = -10.60 / -10.60 eV
spin multiplicity = 3
gap between HOMO and LUMO (alpha / beta) = 5.810 / 5.886 eV

Structure (XYZ):
```
54
Properties=species:S:1:pos:R:3:forces:R:3:lowdin_charge:R:1
C -1.9984 2.7879 -3.8470 -1.021 -1.834 0.801 -0.06
C -1.5631 1.5077 -3.5797 0.864 -0.020 -0.205 -0.21
C -0.1640 1.2155 -3.8366 -0.317 -1.256 1.678 -0.19
C 0.8028 2.1974 -3.9767 1.633 0.853 -1.307 -0.15
C 0.3191 3.5421 -4.0661 -0.901 0.391 0.661 -0.01
C -1.0469 3.8038 -3.9646 1.387 0.553 -1.461 -0.08
C 2.1775 1.7746 -4.0024 -0.367 -1.054 2.513 0.11
C 2.4993 0.4241 -3.5657 0.362 1.222 -1.203 -0.11
C 1.4229 -0.4845 -3.4696 0.176 0.742 1.097 -0.20
C 1.5712 -1.8091 -2.9189 -0.508 -0.081 0.160 -0.20
C 2.8402 -2.3364 -2.7999 -1.619 0.209 0.073 -0.05
C 3.9313 -1.4304 -2.8300 0.775 0.025 -0.813 -0.06
C 3.7774 -0.1038 -3.1744 0.427 -0.123 0.042 -0.02
H -3.0880 2.9667 -3.8443 0.715 0.307 0.282 0.13
H 1.0199 4.3660 -4.0799 0.016 0.034 -0.241 0.11
H -1.4464 4.8043 -4.0998 0.410 0.079 0.148 0.11
H 2.9621 2.5289 -3.8919 -0.174 -0.188 -0.616 0.13
H 2.9424 -3.4066 -2.6035 0.271 0.450 0.378 0.13
H 4.9168 -1.8775 -2.6018 -0.525 0.716 -0.128 0.12
H 4.6344 0.5602 -3.1293 -0.024 -0.075 -0.101 0.11
N 0.2024 -0.0302 -3.5539 -1.653 -0.546 -0.414 0.12
Pr 0.0906 1.4188 1.2926 0.968 0.330 -0.600 0.96
C -2.2380 0.4341 -2.7648 -0.050 -0.544 -0.734 -0.24
H -1.7927 -0.5543 -3.0381 -0.656 0.853 0.063 0.07
H -3.3312 0.3896 -2.9212 0.360 0.195 0.423 0.11
C 0.2730 -2.3198 -2.2699 0.548 0.146 -1.176 -0.25
H -0.5728 -1.9396 -2.8719 0.462 -0.713 0.209 0.06
H 0.2612 -3.4168 -2.2144 -0.065 0.252 0.315 0.10
P -1.8120 0.5928 -0.9311 -0.805 2.409 -0.600 0.75
P 0.0281 -1.5291 -0.5754 2.490 -1.930 0.778 0.82
C 1.6817 -2.0515 0.1781 -0.308 0.046 -0.231 -0.24
H 1.8007 -1.6478 1.2039 -0.067 -0.305 -0.542 0.02
H 1.7228 -3.1650 0.1766 0.200 0.730 0.059 0.06
H 2.4819 -1.6272 -0.4687 -0.512 -0.307 0.676 0.04
C -1.0290 -2.8410 0.1056 0.124 -0.828 -0.354 -0.28
H -0.4604 -3.7911 0.1192 -0.444 0.356 -0.019 0.06
H -1.3415 -2.6134 1.1112 -0.203 -0.133 0.247 0.00
H -1.9092 -2.9549 -0.5340 0.010 -0.126 0.184 0.05
C -2.2990 2.3768 -0.6653 -0.203 0.588 -0.898 -0.28
H -3.3685 2.4742 -0.9231 0.362 0.399 0.290 0.06
H -2.1520 2.7549 0.3700 -0.219 -0.151 -0.279 0.02
H -1.7113 3.0433 -1.3716 -0.584 -0.770 0.876 0.06
C -3.2942 -0.2549 -0.3103 -0.416 0.079 -0.051 -0.25
H -3.2133 -0.4424 0.7564 -0.308 -0.151 0.005 0.01
H -4.1629 0.3978 -0.5148 0.276 -0.471 0.147 0.07
H -3.4151 -1.2025 -0.8499 -0.044 0.173 0.256 0.06
C -1.2310 -0.4532 2.2748 -3.304 -3.111 3.621 -0.08
O -1.9024 -1.0873 2.9740 2.657 2.279 -2.775 0.16
H 1.2554 0.7477 0.0601 0.696 0.118 -1.256 -0.15
N 2.0829 0.9161 2.3551 0.340 -0.378 0.653 -0.10
C 3.0071 0.4499 2.9749 -0.193 -0.083 0.418 -0.30
N 3.9650 -0.1214 3.5494 -0.697 0.616 -0.327 0.11
C 4.3708 -0.0440 4.8238 0.692 -0.043 1.861 -0.33
N 4.7940 -0.0554 5.9221 -1.035 0.074 -2.582 0.12
```
Forces are in eV/Å.